Record 1
5 unconnected molecules or ions with the total composition C29H51IN2O10 in a non-equilibrium geometry, computed with ωB97M-V/def2-TZVPD.

Structure (XYZ):
```
93
Properties=species:S:1:pos:R:3:forces:R:3:mulliken_charge:R:1
C 4.3100 4.3274 3.2341 -0.0973 0.5411 -0.0612 -0.9969
N 2.9771 4.9503 3.2035 -0.1107 -1.5467 -0.3630 0.1008
C 2.5955 5.4982 1.8940 0.2595 0.7183 0.5338 -0.9964
C 1.9325 4.3530 3.9052 0.2286 0.6351 0.1941 0.1359
O 0.8588 4.9093 4.0006 -0.3417 -0.0622 -0.3385 -0.5755
C 2.1188 3.0470 4.6719 0.2077 0.1896 -0.4015 -1.0917
C 1.2961 1.8245 4.2077 0.2301 -0.3401 1.0055 1.9012
C -0.0967 2.1314 3.6667 0.1973 0.2944 -0.5138 -2.0870
C -0.2461 2.7668 2.2723 -0.4692 0.0422 0.3413 0.6589
C -1.1738 1.9803 1.3723 0.4973 0.3585 -0.5130 -2.0156
I -1.1423 2.8748 -0.5835 -0.0171 0.0010 0.0678 -0.0481
O 0.9931 1.2140 5.5187 -0.4182 0.2283 -0.2267 -0.4414
C 0.8770 -0.1027 5.3410 0.3125 0.0650 0.2909 0.4938
O 0.1345 -0.8393 5.8892 0.1072 -0.2026 0.2158 -0.5232
O 1.7983 -0.4732 4.4090 -0.4484 -0.2582 -0.4740 -0.4022
C 2.0771 0.6075 3.5424 -0.2580 -0.3736 0.2536 0.8038
C 1.7109 0.0493 2.1714 0.3786 0.4842 -0.2497 -1.4191
C 2.1040 0.7881 0.8757 -0.0833 0.0923 0.0610 -0.0554
O 3.0079 1.8598 1.0322 0.4392 0.0785 0.1524 -0.7232
O 3.5101 0.8101 3.5830 0.0616 0.2417 -0.5821 -0.3382
C 4.1614 0.3004 4.5663 0.0303 0.0333 0.6594 0.7231
N 4.7513 -0.0940 5.4741 0.0874 -0.0135 -0.1739 -0.5759
H 4.8920 4.7340 2.4183 0.0795 0.1209 -0.1949 0.3626
H 4.3259 3.2538 3.1246 -0.1437 -0.4126 -0.0940 0.3277
H 4.8301 4.5991 4.1447 0.0383 -0.0402 0.2835 0.3207
H 1.6639 6.0334 1.9916 -0.3144 -0.0513 -0.0086 0.3511
H 3.3438 6.2235 1.5996 0.1847 0.1180 -0.1083 0.3942
H 2.5311 4.7434 1.1158 -0.0722 -0.2823 -0.1224 0.2563
H 3.1510 2.7813 4.8276 0.2758 -0.1609 -0.0637 0.7560
H 1.7149 3.2525 5.6527 -0.1599 0.1629 0.2099 0.4210
H -0.4972 2.8276 4.3895 -0.2129 0.0672 0.2358 0.3968
H -0.7079 1.2334 3.7212 0.0293 -0.2843 0.0594 0.6662
H 0.6957 2.9711 1.7841 0.3752 -0.0973 -0.1896 -0.2053
H -0.7061 3.7379 2.4023 0.1236 0.3204 0.0424 0.9196
H -0.8506 0.9664 1.2019 -0.1520 -0.3235 0.0225 0.2781
H -2.2001 2.0230 1.6968 -0.2293 -0.1806 0.0807 0.7815
H 0.6478 -0.1508 2.2105 -0.2766 -0.0012 -0.0646 0.3432
H 2.1967 -0.9175 2.1596 0.0875 -0.2573 0.1169 0.5914
H 2.6103 0.0861 0.2277 0.1486 -0.1583 -0.1472 0.7997
H 1.2405 1.1247 0.3149 -0.3823 0.0960 -0.0165 -0.2038
H 2.6621 2.4857 1.6700 -0.1261 0.2129 0.0295 -0.1072
C 3.5508 1.1404 -4.2388 0.0314 0.0793 0.0057 -0.6354
C 4.5087 1.4947 -3.1011 -0.0455 -0.0444 0.0035 -0.6525
C 3.6507 2.4255 -2.2513 0.0402 0.0249 -0.0609 -0.0557
O 2.3024 1.9839 -2.4183 -0.0320 0.0462 0.0798 -0.3296
C 2.2219 1.0532 -3.5020 0.0212 -0.0908 0.0990 -0.0313
H 3.8014 0.2166 -4.7570 -0.0001 -0.0256 0.0176 0.3402
H 3.5263 1.9491 -4.9728 -0.0045 0.0026 -0.0013 0.2731
H 4.7657 0.5966 -2.5349 0.0050 -0.0012 0.0090 0.2719
H 5.4339 1.9626 -3.4342 0.0026 0.0098 -0.0164 0.3870
H 3.7283 3.4629 -2.5979 0.0332 -0.0062 -0.0255 0.2598
H 3.9037 2.3960 -1.1911 -0.0471 -0.0032 -0.0189 -0.0540
H 2.0585 0.0512 -3.0956 -0.0148 -0.0385 -0.0839 0.0576
H 1.3673 1.3094 -4.1295 -0.0261 0.0241 0.0220 0.2014
C -1.2757 -2.7113 -5.1432 0.0477 -0.0404 0.0022 -0.5875
C -0.9082 -3.3972 -3.8272 0.0404 0.1481 -0.0897 -0.1226
C 0.5995 -3.1868 -3.7885 -0.0263 -0.0180 -0.0570 -0.4591
O 0.8532 -1.9503 -4.4623 0.0542 -0.0024 0.0004 -0.3665
C -0.3226 -1.5230 -5.1502 -0.0488 0.0293 0.0780 -0.3752
H -2.3206 -2.4101 -5.2043 -0.0108 0.0037 0.0163 0.3392
H -1.0620 -3.3736 -5.9850 0.0035 0.0062 -0.0077 0.2939
H -1.3839 -2.8819 -2.9898 -0.0040 -0.0138 0.0154 0.0859
H -1.1901 -4.4438 -3.7771 -0.0183 -0.0345 0.0230 0.1962
H 1.1274 -3.9884 -4.3162 -0.0169 -0.0241 0.0226 0.2816
H 0.9951 -3.1238 -2.7738 0.0280 0.0265 -0.0005 0.2435
H -0.7530 -0.6683 -4.6150 -0.0255 0.0018 -0.0255 0.1861
H -0.0469 -1.1974 -6.1541 0.0335 0.0021 0.0023 0.3132
C -5.9936 0.0379 -0.0436 0.0091 0.0645 -0.0256 -0.5726
C -5.3326 -0.0452 -1.4187 0.0243 -0.0692 0.0358 -0.4646
C -3.9914 0.6301 -1.1594 -0.1676 -0.0517 0.0225 -0.4259
O -3.6654 0.3494 0.2075 0.0454 0.0177 0.0062 -0.3211
C -4.8048 -0.1906 0.8801 0.0138 -0.0558 -0.0493 -0.4326
H -6.7884 -0.6906 0.1076 0.0002 -0.0191 -0.0090 0.3417
H -6.4102 1.0348 0.1138 0.0045 0.0047 0.0077 0.2736
H -5.1843 -1.0900 -1.7010 0.0079 -0.0009 -0.0043 0.1826
H -5.9005 0.4433 -2.2086 -0.0128 0.0184 0.0039 0.3521
H -4.0574 1.7131 -1.2894 -0.0146 0.0076 -0.0384 0.2910
H -3.1922 0.2558 -1.7990 0.0463 0.0056 0.0303 0.2169
H -4.6379 -1.2593 1.0541 -0.0330 -0.0054 0.0151 0.2638
H -4.9131 0.3026 1.8471 0.0276 0.0124 0.0056 0.2662
C -4.2770 -6.8910 -1.2765 0.0530 -0.0353 0.0172 -0.5597
C -3.5633 -6.2285 -0.0991 -0.0398 0.0500 -0.0329 -0.4636
C -2.1948 -5.9311 -0.6983 0.0080 -0.0605 -0.0126 -0.4211
O -2.4109 -5.6928 -2.0913 -0.0467 -0.0616 0.0385 -0.3314
C -3.7358 -6.0888 -2.4527 -0.0187 0.0592 0.0389 -0.4272
H -5.3629 -6.8558 -1.2085 -0.0103 0.0173 0.0108 0.3258
H -3.9741 -7.9366 -1.3598 0.0025 -0.0030 -0.0081 0.2687
H -4.0685 -5.2989 0.1715 0.0058 0.0072 0.0031 0.1928
H -3.5054 -6.8548 0.7892 0.0015 -0.0227 -0.0024 0.3392
H -1.5186 -6.7852 -0.5878 -0.0062 -0.0006 0.0354 0.2705
H -1.7174 -5.0542 -0.2594 0.0121 0.0189 -0.0278 0.2509
H -4.3366 -5.1894 -2.6287 -0.0298 -0.0202 -0.0056 0.2466
H -3.6941 -6.6622 -3.3792 0.0310 0.0058 -0.0133 0.2988
```
Forces are in eV/Å.

Computed properties:
Orbital gap: 0.34720 Eh
Molecular weight: 714.635 g mol⁻¹
Structure (SMILES): CN(C)C(=O)C[C@]1(CCCI)OC(=O)O[C@]1(CCO)OC#N.C1CCOC1.C1CCOC1.C1CCOC1.C1CCOC1
HOMO: -0.3386 Eh

=====

Record 2
A molecular structure, F4KN2O8S4 in a non-equilibrium geometry, computed with ωB97M-V/def2-TZVPD.

Structure (XYZ):
```
19
Properties=species:S:1:pos:R:3:forces:R:3:mulliken_charge:R:1
K -0.6940 0.6081 0.2197 0.2616 -0.3755 -0.2341 0.9290
N -0.9288 2.0075 2.5309 -0.5010 -0.3131 0.5656 -0.2913
S 0.4197 2.1894 3.3418 1.6358 0.5551 -0.2395 1.0731
O 1.1899 0.9966 3.4718 -0.1859 -0.1226 -0.0264 -0.5493
O 0.3225 3.0979 4.4311 -0.0784 -0.0989 0.2078 -0.5773
F 1.2213 2.9967 2.2227 -0.2706 -0.0584 -0.1417 -0.2691
S -2.0865 1.6776 3.5963 -0.7382 -0.3715 -0.4702 1.0835
O -2.7376 2.8137 4.1167 -0.4320 0.7902 0.0402 -0.5587
O -1.8025 0.6008 4.4708 0.4406 -0.5012 0.3162 -0.5561
F -3.1198 1.0437 2.5578 0.1020 0.1585 -0.3390 -0.2791
N 1.6359 -1.5898 -3.8331 -1.3323 -0.3276 0.5435 -0.3846
S 0.2562 -2.0564 -4.5527 1.4165 0.7049 -0.8207 1.0952
O -0.9364 -1.5530 -3.9731 -0.6109 0.1414 0.4593 -0.5677
O 0.3154 -3.3943 -5.0036 -0.2431 -0.7398 -0.2659 -0.5598
F 0.4433 -1.1861 -5.8517 0.0828 0.1223 -0.2075 -0.2535
S 1.4929 -2.0157 -2.3158 1.1059 -0.0729 0.2941 0.9630
O 1.4109 -3.4172 -2.0851 -0.4592 -0.2310 0.1391 -0.5811
O 0.6505 -1.1518 -1.5331 -0.2262 0.3460 0.4502 -0.4534
F 2.9471 -1.6679 -1.8115 0.0325 0.3942 -0.2711 -0.2628
```
Forces are in eV/Å.

Computed properties:
Orbital gap: 0.32559 Eh
Total charge: -1
Molecular weight: 399.364 g mol⁻¹
HOMO: -0.2630 Eh

=====

Record 3
A single C9H15N3O4 molecule in a non-equilibrium geometry, computed with ωB97M-V/def2-TZVPD.

Structure (XYZ):
```
31
Properties=species:S:1:pos:R:3:forces:R:3:mulliken_charge:R:1
C -1.8682 1.3076 0.9569 0.4961 -0.7430 -1.5303 0.3449
C -0.4389 0.9857 0.4584 0.3304 0.0350 0.4946 0.0423
C -2.1257 0.5583 2.2778 -1.4987 1.1491 -0.9511 -0.8518
C -2.4676 -0.8541 1.7624 -1.8343 0.9636 1.1735 -0.3544
C -3.3478 -0.5569 0.5268 -0.0782 -0.4954 0.5434 -0.7150
C 0.9754 -0.4793 -0.9186 -0.5764 -0.9874 0.6199 -0.2756
C 1.5171 -1.2336 0.3176 -1.3148 0.5742 -0.8412 0.4093
C 1.9319 0.5452 -1.4947 0.2048 1.8946 0.0857 -0.6846
C 3.1041 -0.0775 -2.2640 -0.4484 -0.2770 -0.1326 0.3934
H -2.9630 0.9983 -0.8962 0.0221 0.2102 -0.1041 0.2352
H -1.9482 2.3927 0.9718 -0.0484 0.0507 0.3747 0.3571
H -1.2704 0.5936 2.8835 1.1779 -0.0239 0.9445 0.4636
H -2.9514 1.1385 2.7929 0.6364 -1.1185 -0.4319 0.3180
H -3.0060 -1.4236 2.5474 0.2779 0.1462 -0.5866 0.4266
H -1.5699 -1.3584 1.5134 0.8367 -0.5366 -0.3059 0.0801
H -3.2098 -1.3557 -0.2093 -0.2654 -0.0060 -0.0614 0.3054
H -4.4178 -0.5105 0.8286 0.4797 -0.0633 -0.2956 0.3548
H -1.2308 -0.3062 -0.8135 0.2343 -0.4008 -0.3502 0.2428
H 0.8675 -1.3165 -1.6422 -0.2690 0.6944 0.1441 0.5505
H 1.3593 1.1237 -2.2652 0.4306 -0.3241 0.5945 0.3106
H 2.2234 1.2764 -0.6790 -0.1674 -0.8528 -1.0549 0.4113
H 5.0952 0.0521 -2.6726 -0.2707 0.3679 0.0299 0.2602
H 4.4288 1.4323 -1.8076 0.2114 -0.1609 0.0512 0.2272
H 3.1319 -1.6672 1.1233 0.3334 -0.2695 0.3433 0.4005
N -2.8412 0.7127 0.0528 -0.4911 0.1406 0.6997 -0.5258
N -0.3395 0.0565 -0.5244 0.6120 0.4354 -0.4846 -0.0035
N 4.3020 0.5847 -2.3331 -0.6662 -0.2754 0.2685 -0.4045
O 0.5466 1.4892 0.9742 0.1037 0.1106 0.1553 -0.6844
O 0.7551 -1.8163 1.0563 1.5758 0.1495 -0.0356 -0.6090
O 2.9030 -1.1150 -2.8689 0.3809 -0.0718 0.0906 -0.6254
O 2.8547 -1.1765 0.3451 -0.4148 -0.3155 0.5526 -0.3998
```
Forces are in eV/Å.

Computed properties:
Orbital gap: 0.33383 Eh
Molecular weight: 229.236 g mol⁻¹
Structure (SMILES): NC(=O)C[C@H](NC(=O)[C@@H]1CCCN1)C(=O)O
HOMO: -0.3092 Eh

=====

E_LUMO: 0.23; 1.70; 0.67 (eV)